(1)
Density functional theory data (ωB97M-V/def2-TZVPD) for C4H7NO2 in the gas phase in a non-equilibrium geometry.

Geometry (Å):
C  -2.267  -0.183  -0.130
C  -0.816  0.138  0.082
N  -0.244  1.274  0.089
O  -0.110  -0.987  0.305
C  1.279  -0.763  0.538
C  1.836  -0.072  -0.657
O  2.928  0.600  -0.349
H  -2.662  -0.674  0.764
H  -2.845  0.721  -0.330
H  -2.376  -0.878  -0.967
H  -0.906  2.021  -0.103
H  1.441  -0.253  1.495
H  1.739  -1.758  0.551
H  3.100  0.907  -1.245

Results
Gap between HOMO and LUMO = 9.369 eV

(2)
Density functional theory data (ωB97M-V/def2-TZVPD) for C5H6O in the gas phase in a non-equilibrium geometry.

Geometry (Å):
C  -1.073  1.485  -0.711
C  -0.054  1.032  0.048
C  0.359  -0.359  0.006
C  0.125  -1.255  -0.931
C  0.949  -0.831  1.352
H  -1.727  0.903  -1.368
H  -1.317  2.589  -0.517
H  0.392  1.641  0.860
H  0.445  -2.277  -0.696
H  -0.465  -1.030  -1.817
H  1.261  0.066  2.024
O  1.105  -1.964  1.748

Results
SMILES string = C=CC(=C)C=O
Gap between HOMO and LUMO = 9.177 eV

(3)
Density functional theory data (ωB97M-V/def2-TZVPD) for 2 unconnected molecules or ions with the total composition C7H13N3O in a non-equilibrium geometry.

Geometry (Å):
C  -1.852  1.024  1.635
C  -0.687  1.940  2.030
C  -1.245  -0.139  0.867
C  -1.810  -0.694  -0.288
C  -0.277  -2.010  0.487
N  -0.196  -0.874  1.222
N  -1.249  -1.886  -0.496
H  -2.368  0.532  2.449
H  -2.544  1.531  0.963
H  -0.077  1.441  2.785
H  -2.485  -0.129  -0.918
H  0.361  -2.847  0.723
H  -1.333  -2.496  -1.303
H  -0.949  2.934  2.377
H  0.002  2.066  1.191
C  1.682  1.029  -1.728
C  1.756  -0.476  -2.000
O  1.433  -0.947  -3.070
N  2.349  -1.210  -1.004
H  2.526  1.414  -1.164
H  0.848  1.185  -1.019
H  2.250  -2.213  -0.961
H  2.494  -0.712  -0.145
H  1.372  1.536  -2.632

Results
Gap between HOMO and LUMO (alpha / beta) = 9.149 / 5.291 eV
2S+1 = 2
Total charge = +1

(4)
Density functional theory data (ωB97M-V/def2-TZVPD) for 2 unconnected molecules or ions with the total composition C6H4IN4O2 in a non-equilibrium geometry.

Geometry (Å):
C  0.554  -0.652  -1.692
C  2.542  -1.370  -0.865
C  0.154  -0.291  -0.426
C  1.107  -0.537  0.606
C  -2.522  2.639  -0.279
C  -1.036  0.325  0.158
N  1.769  -1.171  -1.911
N  2.293  -1.102  0.415
N  0.629  -0.052  1.771
N  -0.652  0.534  1.432
O  -2.864  2.676  0.817
O  -2.243  2.746  -1.387
I  -2.695  -1.686  0.117
H  -0.086  -0.547  -2.559
H  3.513  -1.812  -1.067
H  0.834  -0.410  2.689
H  -1.299  0.708  2.180

Results
Gap between HOMO and LUMO = 6.187 eV
Total charge = -1

(5)
Density functional theory data (ωB97M-V/def2-TZVPD) for a molecular structure, C4H10O in a non-equilibrium geometry.

Geometry (Å):
C  0.535  -0.662  -1.851
C  -0.389  -0.521  -0.695
C  0.016  -0.837  0.714
C  -0.766  -0.112  1.755
H  0.041  -0.925  -2.764
H  0.963  0.349  -2.032
H  1.376  -1.316  -1.617
H  -1.187  0.182  -0.826
H  0.752  -1.596  0.889
H  -1.804  -0.469  1.818
H  -0.332  -0.163  2.750
H  -0.738  0.930  1.428
H  0.581  0.071  0.181
H  0.758  2.920  0.046
O  0.195  2.147  0.202

Results
Gap between HOMO and LUMO (alpha / beta) = 5.721 / 7.234 eV
2S+1 = 2
Total charge = -1

(6)
Density functional theory data (ωB97M-V/def2-TZVPD) for a molecular structure, C3H4HgLiO3 in a non-equilibrium geometry.

Geometry (Å):
H  2.023  0.469  -0.649
C  1.112  0.999  -0.315
C  0.698  0.550  1.064
O  -0.052  -0.707  0.772
C  -0.956  -1.454  1.463
O  -1.376  -2.347  0.530
Hg  -0.791  -0.797  -1.076
O  0.114  0.838  -1.346
H  1.383  2.067  -0.213
H  -0.107  1.223  1.412
H  -1.998  -2.995  0.884
Li  -0.051  2.153  -2.526

Results
Gap between HOMO and LUMO (alpha / beta) = 4.452 / 4.453 eV
Total charge = +1